No. 1
134
Properties=species:S:1:pos:R:3 method="wB97M-V/def2-TZVPD" fmax_ha_per_bohr=0.066 e_homo_ev="-3.330 / -3.330" homo_lumo_gap_ev="2.6 / 2.6"
Sr 2.56 -3.94 -0.54
F -4.78 2.58 1.09
Ge -3.09 2.11 0.61
C -2.93 2.38 -1.33
C -4.21 2.38 -1.89
C -4.42 3.01 -3.14
C -3.33 3.55 -3.80
C -2.02 3.34 -3.38
C -1.81 2.75 -2.15
P -0.05 2.42 -1.58
C 0.36 1.19 -2.86
C 1.47 1.28 -3.79
C 1.72 0.26 -4.70
C 0.82 -0.75 -4.93
C -0.21 -0.93 -4.01
C -0.47 0.08 -3.05
C 0.69 4.00 -2.08
C 2.11 4.08 -2.24
C 2.60 5.29 -2.74
C 1.87 6.43 -2.79
C 0.54 6.38 -2.30
C -0.04 5.17 -1.92
C -3.22 0.45 1.76
C -3.25 0.70 3.16
C -3.72 -0.24 4.06
C -4.16 -1.47 3.59
C -4.07 -1.75 2.24
C -3.55 -0.84 1.33
P -3.31 -1.25 -0.43
C -4.84 -1.23 -1.27
C -4.85 -0.77 -2.60
C -5.98 -0.88 -3.34
C -7.19 -1.36 -2.78
C -7.19 -1.84 -1.52
C -6.04 -1.70 -0.70
C -2.97 -3.08 -0.56
C -3.28 -3.82 -1.75
C -2.91 -5.16 -1.87
C -2.38 -5.81 -0.77
C -2.07 -5.16 0.41
C -2.33 -3.77 0.52
C -2.36 3.70 1.61
C -3.27 4.81 1.61
C -2.92 5.97 2.26
C -1.69 6.15 2.90
C -0.78 5.15 2.79
C -1.12 3.89 2.26
P 0.04 2.48 2.67
C 1.73 3.21 2.60
C 2.20 3.62 1.35
C 3.48 4.15 1.19
C 4.28 4.17 2.35
C 3.84 3.82 3.56
C 2.53 3.40 3.78
C -0.28 2.28 4.48
C 0.23 1.05 5.00
C 0.13 0.75 6.33
C -0.46 1.67 7.20
C -0.90 2.84 6.70
C -0.95 3.13 5.31
H -5.01 1.84 -1.40
H -5.44 3.20 -3.51
H -3.50 4.18 -4.69
H -1.20 3.66 -4.00
H 2.02 2.17 -3.73
H 2.75 0.24 -5.34
H 0.97 -1.49 -5.72
H -1.04 -1.59 -4.16
H -1.38 -0.01 -2.48
H 2.71 3.20 -2.08
H 3.64 5.29 -3.15
H 2.33 7.33 -3.11
H -0.11 7.24 -2.28
H -1.11 5.13 -1.60
H -3.10 1.74 3.44
H -3.73 -0.02 5.13
H -4.61 -2.12 4.30
H -4.47 -2.71 1.85
H -3.98 -0.26 -3.03
H -5.96 -0.57 -4.38
H -8.04 -1.27 -3.43
H -8.06 -2.40 -1.12
H -6.15 -2.09 0.34
H -3.84 -3.40 -2.54
H -3.08 -5.68 -2.79
H -2.01 -6.83 -0.83
H -1.65 -5.70 1.25
H -2.11 -3.23 1.41
H -4.27 4.67 1.27
H -3.62 6.79 2.29
H -1.55 7.11 3.39
H 0.15 5.18 3.34
H 1.53 3.47 0.53
H 3.88 4.52 0.24
H 5.38 4.24 2.30
H 4.51 3.85 4.42
H 2.12 3.32 4.78
H 0.66 0.24 4.34
H 0.48 -0.23 6.63
H -0.51 1.47 8.29
H -1.30 3.60 7.40
H -1.41 4.05 4.96
O 4.23 -2.49 3.06
H 4.85 -1.95 3.59
H 4.77 -2.84 2.31
O 1.84 -3.08 1.83
H 2.57 -2.88 2.43
H 1.01 -2.81 2.26
O 0.86 -4.31 -2.49
H 0.46 -5.20 -2.69
H 0.52 -3.84 -3.28
O 2.37 -1.70 -1.68
H 1.60 -1.42 -2.24
H 2.84 -0.96 -1.35
O 2.07 -6.61 -0.47
H 1.33 -7.14 -0.24
H 2.69 -7.25 -0.92
F 4.74 -0.54 -6.11
B 3.73 0.34 -6.25
F 3.62 1.06 -7.35
O 4.56 -4.89 -1.56
C 5.14 -4.91 -0.38
O 4.59 -4.28 0.56
C 6.39 -5.66 -0.10
C 6.85 -5.72 1.28
C 8.05 -6.36 1.49
C 8.64 -7.12 0.45
C 8.18 -6.93 -0.84
C 7.07 -6.24 -1.14
H 6.18 -5.34 2.05
H 8.49 -6.26 2.48
H 9.44 -7.84 0.63
H 8.87 -7.29 -1.60
H 6.79 -5.93 -2.14

---

No. 2
14
Properties=species:S:1:pos:R:3 method="wB97M-V/def2-TZVPD" fmax_ha_per_bohr=0.007 e_homo_ev=-9.575 homo_lumo_gap_ev=10.7 smiles=C[C@]12CC[C@H]1O2
C -1.82 0.56 0.21
C -0.45 0.08 -0.14
C 0.48 -0.69 0.80
C 1.66 -0.38 -0.16
C 0.70 0.50 -0.96
O -0.27 -0.42 -1.46
H -1.83 1.07 1.18
H -2.46 -0.33 0.30
H -2.25 1.20 -0.56
H 0.59 -0.13 1.74
H 0.23 -1.73 1.02
H 2.52 0.10 0.31
H 1.99 -1.24 -0.75
H 0.90 1.40 -1.54

---

No. 3
104
Properties=species:S:1:pos:R:3 method="wB97M-V/def2-TZVPD" fmax_ha_per_bohr=0.171 e_homo_ev=-9.843 homo_lumo_gap_ev=10.1 smiles="CCOC(=O)OC.CCOC(=O)OC.CCOC(=O)OC.CCOC(=O)OC.O=C1OCCO1.O=C1OCCO1.ClCCCl.ClCCCl.ClCCCl"
Cl 1.80 -6.59 2.03
C 0.06 -6.06 1.99
C 0.01 -4.76 1.20
Cl -1.60 -4.01 1.15
H -0.26 -5.84 3.00
H -0.41 -6.96 1.59
H 0.35 -4.79 0.17
H 0.64 -4.01 1.67
Cl 4.07 2.64 0.37
C 5.03 1.56 1.45
C 6.36 1.22 0.80
Cl 7.40 0.32 1.89
H 4.46 0.65 1.59
H 5.15 2.05 2.42
H 6.84 2.10 0.39
H 6.09 0.59 -0.05
Cl 0.59 3.19 0.38
C 1.13 2.41 -1.15
C 1.48 3.42 -2.23
Cl 2.95 4.37 -1.83
H 0.37 1.75 -1.56
H 1.92 1.73 -0.83
H 0.67 4.15 -2.25
H 1.58 3.10 -3.26
C -2.89 1.61 -1.95
C -4.00 2.00 -2.93
O -3.36 2.91 -3.81
C -2.07 3.13 -3.46
O -1.33 3.83 -4.08
O -1.82 2.47 -2.33
H -2.64 0.55 -1.88
H -3.10 2.07 -0.97
H -4.93 2.37 -2.50
H -4.29 1.10 -3.48
C 0.04 -0.01 1.63
C 1.21 0.62 0.84
O 0.80 0.57 -0.54
C -0.47 0.04 -0.61
O -0.92 -0.49 -1.57
O -0.94 -0.05 0.63
H -0.36 0.53 2.48
H 0.27 -1.03 1.93
H 2.16 0.13 0.99
H 1.33 1.68 1.09
C 3.81 -2.45 1.51
C 5.30 -2.71 1.60
O 5.51 -3.05 2.97
C 6.73 -2.94 3.48
O 7.74 -2.76 2.86
O 6.61 -3.13 4.79
C 7.77 -3.08 5.60
H 3.26 -3.38 1.67
H 3.56 -2.17 0.48
H 3.47 -1.62 2.14
H 5.88 -1.85 1.26
H 5.63 -3.54 0.97
H 7.79 -3.92 6.30
H 7.76 -2.17 6.20
H 8.65 -3.11 4.95
C -4.53 -1.49 -8.07
C -4.49 -1.53 -6.56
O -4.00 -0.32 -5.98
C -2.70 -0.34 -5.66
O -1.94 -1.25 -5.79
O -2.41 0.87 -5.20
C -1.11 1.03 -4.65
H -5.05 -0.56 -8.33
H -5.20 -2.24 -8.49
H -3.56 -1.49 -8.57
H -4.04 -2.45 -6.18
H -5.51 -1.64 -6.18
H -0.91 0.27 -3.88
H -1.10 1.93 -4.04
H -0.31 0.95 -5.38
C -0.41 4.34 6.50
C 1.02 4.01 6.87
O 1.51 2.98 5.96
C 2.06 3.43 4.85
O 2.31 4.58 4.58
O 2.29 2.38 4.06
C 2.80 2.57 2.74
H -0.53 4.50 5.43
H -0.76 5.14 7.16
H -1.09 3.53 6.78
H 1.07 3.65 7.89
H 1.66 4.88 6.76
H 2.30 1.88 2.07
H 3.88 2.47 2.81
H 2.63 3.59 2.41
C -7.24 -1.86 -3.41
C -7.73 -2.03 -1.98
O -6.76 -2.11 -0.96
C -5.89 -1.13 -0.73
O -5.67 -0.18 -1.44
O -5.24 -1.43 0.38
C -4.19 -0.62 0.87
H -6.69 -0.92 -3.46
H -8.10 -1.84 -4.07
H -6.60 -2.71 -3.67
H -8.45 -2.84 -1.89
H -8.35 -1.15 -1.74
H -3.53 -1.17 1.53
H -4.61 0.20 1.46
H -3.67 -0.24 -0.01

---

No. 4
22
Properties=species:S:1:pos:R:3 method="wB97M-V/def2-TZVPD" fmax_ha_per_bohr=0.075 e_homo_ev=-7.417 homo_lumo_gap_ev=7.3 smiles="[H]/N=C/C(=C)C.CCN"
C 1.88 0.45 -1.39
C 1.76 0.50 0.47
N 0.74 0.35 -2.15
H 0.09 -0.66 -1.74
H 0.21 1.22 -2.10
H 2.53 -0.42 -1.51
H 2.43 1.39 -1.51
H 1.52 -0.36 1.08
H 2.81 0.69 0.66
H 1.18 1.40 0.69
C -1.42 0.18 2.07
C -1.43 -0.19 0.62
C -0.67 -1.38 0.25
C -2.05 0.55 -0.32
N -0.45 -1.69 -0.99
H 0.02 -2.57 -1.13
H -0.29 -1.99 1.06
H -0.41 0.38 2.43
H -2.02 1.07 2.25
H -1.83 -0.63 2.68
H -2.03 0.27 -1.36
H -2.58 1.45 -0.05